1.
# C45H52Br2GeN3OPTc

A molecular structure, C45H52Br2GeN3OPTc in a non-equilibrium geometry (ωB97M-V/def2-TZVPD, the Open Molecules 2025 dataset).

## Properties
Total charge ... +3
F_max ... 1.78 eV Å⁻¹
HOMO (alpha / beta) ... -15.71 / -15.67 eV
Gap between HOMO and LUMO (alpha / beta) ... 5.70 / 5.79 eV

Geometry (Å):
Tc  0.19  -0.38  -0.14
Br  0.72  4.18  -3.39
C  0.90  3.81  -1.56
C  1.52  4.85  -0.81
C  1.89  4.69  0.47
Br  2.73  6.10  1.39
C  1.62  3.44  1.16
C  2.17  3.13  2.36
C  1.74  1.96  3.15
C  0.79  1.11  2.29
N  0.27  1.40  1.00
C  0.77  2.48  0.42
C  0.53  2.61  -0.98
O  -0.01  1.50  -1.55
H  1.74  5.78  -1.32
H  2.87  3.83  2.80
H  1.34  2.32  4.11
H  0.05  0.61  2.91
N  0.11  -2.74  2.73
P  -1.17  -2.98  1.65
C  -2.66  -2.23  2.30
C  -3.92  -2.73  1.99
C  -5.05  -2.06  2.44
C  -4.93  -0.89  3.17
C  -3.66  -0.39  3.48
C  -2.53  -1.05  3.04
C  -1.25  -4.76  1.53
C  -0.23  -5.43  0.83
C  -0.23  -6.81  0.80
C  -1.23  -7.52  1.45
C  -2.22  -6.86  2.16
C  -2.23  -5.48  2.21
C  1.04  -1.75  2.75
C  1.65  -1.45  4.06
C  2.31  -0.32  4.34
C  2.65  0.66  3.27
C  1.96  0.20  1.98
N  1.31  -1.05  1.69
H  0.11  -3.36  3.54
H  -4.03  -3.64  1.41
H  -6.03  -2.46  2.22
H  -5.81  -0.37  3.52
H  -3.57  0.52  4.06
H  -1.55  -0.68  3.30
H  0.56  -4.87  0.35
H  0.55  -7.33  0.26
H  -1.22  -8.60  1.42
H  -2.98  -7.43  2.68
H  -2.99  -4.97  2.80
H  1.47  -2.18  4.84
H  2.67  -0.15  5.35
H  3.73  0.83  3.24
H  2.51  0.54  1.11
C  -5.13  0.35  -5.33
C  -4.31  0.65  -4.08
C  -3.27  -0.43  -3.79
C  -2.28  -0.04  -2.69
Ge  -1.19  1.51  -3.22
C  0.07  1.16  -4.70
C  -0.34  1.80  -6.04
C  0.84  1.81  -7.01
C  0.46  2.27  -8.40
H  -5.90  1.11  -5.48
H  -5.62  -0.62  -5.24
H  -4.49  0.33  -6.22
H  -4.98  0.75  -3.22
H  -3.81  1.62  -4.20
H  -2.73  -0.66  -4.71
H  -3.78  -1.35  -3.49
H  -1.60  -0.87  -2.48
H  -2.81  0.21  -1.76
H  -1.89  2.84  -2.95
H  0.13  0.07  -4.80
H  1.05  1.52  -4.40
H  -0.68  2.83  -5.88
H  -1.17  1.25  -6.47
H  1.27  0.80  -7.06
H  1.62  2.46  -6.60
H  -0.25  1.59  -8.87
H  1.34  2.32  -9.04
H  0.00  3.26  -8.39
C  3.97  -0.13  -0.75
C  2.89  -0.46  -1.79
C  3.52  -1.25  -2.96
C  1.76  -1.32  -1.25
H  4.95  -0.13  -1.21
H  3.99  -0.87  0.05
H  3.84  0.87  -0.32
H  2.48  0.47  -2.21
H  3.94  -2.18  -2.59
H  4.33  -0.67  -3.39
H  2.80  -1.47  -3.74
H  2.17  -2.19  -0.74
H  1.11  -1.62  -2.09
C  -0.72  -2.09  0.14
C  -1.26  -2.87  -1.01
C  -0.44  -3.67  -1.81
C  -0.99  -4.51  -2.76
C  -2.36  -4.58  -2.93
C  -3.18  -3.78  -2.14
C  -2.65  -2.92  -1.20
H  0.64  -3.65  -1.66
H  -0.33  -5.12  -3.36
H  -2.79  -5.25  -3.66
H  -4.26  -3.82  -2.27
H  -3.29  -2.28  -0.61

---

2.
# C45H53Cl5CoN3O2PSe

A molecular structure, C45H53Cl5CoN3O2PSe in a non-equilibrium geometry (ωB97M-V/def2-TZVPD, the Open Molecules 2025 dataset).

## Properties
Multiplicity ... 4
F_max ... 2.56 eV Å⁻¹
HOMO (alpha / beta) ... -5.77 / -5.73 eV
Gap between HOMO and LUMO (alpha / beta) ... 5.26 / 4.78 eV

Geometry (Å):
Co  -0.90  1.30  1.49
Cl  -3.43  5.72  6.37
C  -2.46  4.63  5.46
C  -2.93  4.14  4.25
Cl  -4.50  4.57  3.70
C  -2.15  3.28  3.50
Cl  -2.81  2.50  2.12
C  -0.82  2.95  3.85
O  -0.07  2.25  3.10
C  -0.40  3.43  5.12
Cl  1.16  2.96  5.67
C  -1.20  4.22  5.92
Cl  -0.67  4.71  7.48
O  -1.09  2.00  -0.44
P  -0.31  2.67  -1.52
C  1.50  2.62  -0.98
C  2.63  2.77  -1.99
C  3.11  1.46  -2.61
C  3.37  0.38  -1.55
C  2.13  0.18  -0.69
C  1.77  1.48  0.00
C  -1.11  2.00  -3.08
C  -1.17  0.48  -3.16
C  -0.04  -0.16  -3.96
C  0.14  0.53  -5.31
C  0.40  2.02  -5.13
C  -0.78  2.67  -4.41
C  -0.84  4.47  -1.64
C  -1.58  4.90  -0.38
C  -0.63  5.34  0.73
C  0.22  6.52  0.24
C  1.04  6.12  -0.98
C  0.18  5.52  -2.09
H  1.47  3.54  -0.38
H  3.47  3.22  -1.46
H  2.35  3.46  -2.79
H  4.01  1.64  -3.19
H  2.35  1.08  -3.30
H  4.20  0.68  -0.91
H  3.64  -0.55  -2.05
H  2.31  -0.59  0.05
H  1.28  -0.15  -1.31
H  2.60  1.79  0.64
H  0.87  1.33  0.64
H  -2.12  2.32  -2.78
H  -2.12  0.21  -3.63
H  -1.18  0.08  -2.14
H  -0.26  -1.22  -4.11
H  0.89  -0.11  -3.40
H  -0.77  0.40  -5.90
H  0.97  0.07  -5.85
H  0.54  2.50  -6.10
H  1.31  2.18  -4.55
H  -1.66  2.59  -5.04
H  -0.58  3.73  -4.26
H  -1.61  4.41  -2.43
H  -2.19  4.07  -0.02
H  -2.25  5.73  -0.62
H  0.01  4.50  1.02
H  -1.20  5.63  1.61
H  0.88  6.86  1.04
H  -0.45  7.34  -0.02
H  1.81  5.41  -0.68
H  1.56  7.00  -1.36
H  0.82  5.12  -2.88
H  -0.40  6.34  -2.53
N  -0.56  -5.16  4.77
C  0.21  -6.09  5.42
C  -0.06  -7.35  5.93
C  1.00  -8.02  6.51
C  2.28  -7.46  6.59
C  2.55  -6.20  6.10
C  1.50  -5.52  5.48
N  1.49  -4.30  4.88
C  0.26  -4.10  4.47
C  -0.14  -2.89  3.78
C  -1.45  -2.54  3.45
C  -1.68  -1.34  2.81
N  -0.72  -0.48  2.48
C  0.54  -0.80  2.81
C  0.87  -1.98  3.43
H  -1.54  -5.24  4.55
H  -1.04  -7.79  5.89
H  0.85  -9.01  6.90
H  3.07  -8.03  7.06
H  3.52  -5.75  6.16
H  -2.28  -3.18  3.69
H  -2.69  -1.06  2.55
H  1.30  -0.08  2.57
H  1.89  -2.23  3.67
C  -0.29  -5.74  -5.27
C  -0.58  -4.84  -4.11
C  -1.82  -4.25  -3.93
C  -2.10  -3.44  -2.85
C  -3.46  -2.83  -2.69
C  -1.09  -3.22  -1.89
Se  -1.47  -2.12  -0.38
C  0.17  -3.81  -2.04
C  1.28  -3.63  -1.05
C  0.40  -4.59  -3.16
H  -1.16  -5.84  -5.92
H  0.01  -6.73  -4.93
H  0.53  -5.34  -5.87
H  -2.60  -4.44  -4.66
H  -4.08  -3.03  -3.55
H  -3.37  -1.76  -2.54
H  -3.94  -3.24  -1.80
H  0.94  -3.11  -0.16
H  2.09  -3.05  -1.50
H  1.69  -4.60  -0.76
H  1.38  -5.05  -3.28

---

3.
# C45H53N4O4ReSe

A molecular structure, C45H53N4O4ReSe in a non-equilibrium geometry (ωB97M-V/def2-TZVPD, the Open Molecules 2025 dataset).

## Properties
Total charge ... +1
Multiplicity ... 2
F_max ... 1.21 eV Å⁻¹
HOMO (alpha / beta) ... -10.35 / -10.30 eV
Gap between HOMO and LUMO (alpha / beta) ... 6.47 / 6.55 eV

Geometry (Å):
Re  0.29  1.14  -1.84
C  1.86  -4.78  2.89
C  2.18  -3.42  3.54
C  3.60  -3.46  4.08
C  1.21  -3.18  4.71
C  1.99  -2.32  2.50
C  0.75  -2.13  1.91
C  0.57  -1.17  0.92
Se  -1.08  -1.15  -0.04
C  -2.08  0.28  0.73
C  -3.10  -0.03  1.62
C  -3.89  0.96  2.17
C  -3.57  2.28  1.84
C  -2.55  2.64  0.95
C  -1.86  1.60  0.34
O  -0.95  1.88  -0.64
C  -2.16  4.12  0.75
C  -0.71  4.30  1.20
C  -3.04  5.05  1.59
C  -2.30  4.56  -0.72
C  -5.05  0.60  3.10
C  -4.50  -0.16  4.32
C  -5.80  1.83  3.59
C  -6.03  -0.31  2.34
C  1.64  -0.40  0.49
O  1.47  0.50  -0.53
C  2.89  -0.51  1.08
C  3.03  -1.49  2.07
C  4.07  0.39  0.67
C  4.44  0.14  -0.80
C  3.71  1.87  0.88
C  5.32  0.11  1.52
H  2.09  -5.59  3.58
H  2.46  -4.92  1.99
H  0.81  -4.86  2.62
H  3.68  -4.26  4.82
H  3.88  -2.52  4.57
H  4.33  -3.67  3.29
H  1.33  -3.97  5.46
H  0.17  -3.19  4.39
H  1.41  -2.22  5.19
H  -0.11  -2.73  2.21
H  -3.24  -1.07  1.90
H  -4.13  3.07  2.31
H  -0.59  4.00  2.25
H  -0.42  5.35  1.12
H  -0.01  3.72  0.60
H  -2.95  4.85  2.66
H  -4.09  5.00  1.31
H  -2.70  6.08  1.43
H  -1.57  4.06  -1.35
H  -2.13  5.63  -0.79
H  -3.30  4.35  -1.10
H  -3.78  0.46  4.87
H  -4.00  -1.08  4.03
H  -5.32  -0.42  5.00
H  -5.17  2.49  4.19
H  -6.64  1.52  4.22
H  -6.22  2.41  2.76
H  -5.56  -1.24  2.04
H  -6.41  0.19  1.45
H  -6.88  -0.55  2.98
H  4.00  -1.61  2.53
H  3.64  0.43  -1.48
H  4.68  -0.91  -0.95
H  5.33  0.73  -1.06
H  2.88  2.19  0.25
H  4.57  2.50  0.65
H  3.44  2.05  1.93
H  5.70  -0.90  1.36
H  5.14  0.26  2.58
H  6.11  0.80  1.22
O  2.59  2.37  -4.95
C  1.70  2.14  -4.19
O  1.79  1.34  -3.11
C  0.33  2.71  -4.36
C  -0.02  3.52  -5.41
C  -1.34  3.96  -5.49
C  -2.25  3.55  -4.53
C  -1.83  2.73  -3.50
N  -0.55  2.33  -3.42
H  0.74  3.79  -6.13
H  -1.65  4.60  -6.30
H  -3.28  3.87  -4.56
H  -2.50  2.39  -2.72
C  -2.09  -1.71  -4.01
C  -1.65  -0.67  -3.23
N  -0.33  -0.40  -3.11
C  0.56  -1.16  -3.74
C  0.19  -2.25  -4.51
C  -1.16  -2.50  -4.66
C  1.23  -3.08  -5.15
C  2.25  -3.69  -4.57
C  2.56  -3.79  -3.12
C  3.77  -4.35  -2.73
C  4.00  -4.45  -1.37
N  3.12  -4.05  -0.46
C  1.98  -3.55  -0.94
N  1.66  -3.39  -2.22
H  -3.15  -1.89  -4.09
H  -2.33  -0.02  -2.69
H  1.60  -0.92  -3.59
H  -1.48  -3.34  -5.27
H  1.12  -3.20  -6.23
H  2.93  -4.23  -5.22
H  4.49  -4.70  -3.45
H  4.93  -4.87  -0.99
H  1.24  -3.23  -0.21

---

4.
# C45H54AgGeI2N3OSi2Te

A molecular structure, C45H54AgGeI2N3OSi2Te (ωB97M-V/def2-TZVPD, the Open Molecules 2025 dataset).

## Properties
Total charge ... -2
F_max ... 0.52 eV Å⁻¹
HOMO ... 0.22 eV
Gap between HOMO and LUMO ... 3.30 eV

Geometry (Å):
Ag  -0.92  -0.19  -0.51
I  7.38  -2.90  -0.57
C  5.38  -2.27  -0.67
C  4.65  -2.45  -1.83
C  3.32  -2.08  -1.82
I  2.23  -2.19  -3.60
C  2.62  -1.57  -0.67
O  1.37  -1.44  -0.65
C  3.47  -1.24  0.42
C  3.11  -0.30  1.55
N  1.71  0.05  1.81
C  1.69  1.15  2.75
C  0.32  1.58  3.20
C  0.17  2.33  4.37
C  -1.09  2.69  4.78
C  -2.18  2.31  4.00
C  -1.94  1.60  2.84
N  -0.72  1.23  2.45
C  4.80  -1.64  0.42
H  5.11  -2.84  -2.73
H  3.69  0.63  1.36
H  3.52  -0.71  2.49
H  1.26  0.34  0.94
H  2.20  2.05  2.36
H  2.26  0.84  3.64
H  1.05  2.61  4.94
H  -1.23  3.27  5.68
H  -3.19  2.57  4.28
H  -2.75  1.31  2.18
H  5.42  -1.40  1.29
C  -1.94  -3.61  -4.39
C  -2.78  -2.52  -4.21
C  -2.74  -1.84  -3.00
N  -1.93  -2.19  -2.00
C  -1.11  -3.22  -2.19
C  -1.08  -3.96  -3.36
H  -1.93  -4.16  -5.32
H  -3.45  -2.20  -4.99
H  -3.36  -0.97  -2.82
H  -0.42  -3.44  -1.38
H  -0.38  -4.78  -3.46
C  -4.26  -2.27  3.22
Si  -3.90  -3.09  1.56
C  -5.10  -4.56  1.50
C  -4.37  -1.91  0.20
C  -2.16  -3.78  1.40
Te  -0.50  -2.37  1.44
C  -0.69  -2.22  3.59
Si  0.39  -3.48  4.44
C  2.20  -3.06  4.19
C  0.15  -5.25  3.87
C  0.04  -3.45  6.29
H  -5.31  -1.99  3.24
H  -3.66  -1.37  3.37
H  -4.07  -2.95  4.05
H  -6.13  -4.20  1.53
H  -4.95  -5.23  2.34
H  -4.98  -5.14  0.58
H  -5.30  -1.39  0.46
H  -4.52  -2.44  -0.74
H  -3.60  -1.16  0.03
H  -2.09  -4.30  0.44
H  -1.96  -4.52  2.17
H  -1.74  -2.31  3.86
H  -0.36  -1.22  3.88
H  2.47  -3.18  3.14
H  2.83  -3.72  4.78
H  2.41  -2.03  4.47
H  0.22  -5.34  2.79
H  -0.82  -5.66  4.19
H  0.93  -5.87  4.31
H  0.12  -2.43  6.69
H  0.74  -4.08  6.84
H  -0.97  -3.80  6.51
C  -1.38  1.40  -1.87
Ge  -0.10  2.75  -1.96
C  1.87  2.55  -2.35
C  2.67  1.90  -1.41
C  4.01  1.60  -1.65
C  4.57  1.93  -2.88
C  3.80  2.58  -3.83
C  2.47  2.88  -3.57
C  -0.59  4.14  -3.34
C  -0.77  3.77  -4.67
C  -1.20  4.67  -5.64
C  -1.48  5.98  -5.29
C  -1.32  6.38  -3.97
C  -0.88  5.47  -3.01
C  -0.05  3.84  -0.29
C  1.07  4.52  0.18
C  1.02  5.31  1.32
C  -0.18  5.47  2.00
C  -1.31  4.81  1.55
C  -1.24  4.00  0.43
H  -1.42  0.94  -2.87
H  2.23  1.60  -0.46
H  4.60  1.09  -0.90
H  5.60  1.67  -3.09
H  4.23  2.84  -4.79
H  1.88  3.40  -4.32
H  -0.58  2.74  -4.96
H  -1.32  4.34  -6.67
H  -1.82  6.69  -6.04
H  -1.54  7.40  -3.68
H  -0.77  5.80  -1.99
H  2.01  4.42  -0.36
H  1.92  5.82  1.67
H  -0.22  6.10  2.88
H  -2.26  4.94  2.07
H  -2.12  3.45  0.08